No. 1
Computed, not measured: the ion C28H26NO5S with charge -1 in a non-equilibrium geometry, with ωB97M-V/def2-TZVPD.

Results
- LUMO: 2.54 eV

Structure (ORCA input):
```
! RIJCOSX wB97M-V def2-TZVPD def2/J DEFGRID3
* xyz -1 1
O 3.8562 1.7440 1.5916
C 4.2838 0.5833 1.7797
O 4.8198 -0.0205 2.7330
C 4.0487 -0.3284 0.5499
C 5.0332 -1.5118 0.4202
C 4.2452 -2.6761 0.8784
C 2.9230 -2.2705 1.1328
C 1.9798 -3.1482 1.6580
C 2.3696 -4.4786 1.8728
C 3.6753 -4.8960 1.5545
C 4.6205 -3.9986 1.0544
N 2.7772 -0.9248 0.8562
C 1.6465 -0.1559 0.9357
C 0.3627 -0.5541 0.6109
C -0.7865 0.1750 1.0840
C -1.9427 -0.6107 1.5677
C -2.7046 -0.1598 2.6662
C -3.6955 -0.9632 3.2275
C -4.0182 -2.1918 2.6244
C -3.4417 -2.5153 1.3870
C -2.4013 -1.7374 0.8657
H 3.9703 0.2691 -0.3651
H 5.3670 -1.6112 -0.6227
H 5.9190 -1.3750 1.0449
H 0.9869 -2.7626 1.8983
H 1.6519 -5.1936 2.2881
H 3.9455 -5.9354 1.7313
H 5.6271 -4.3273 0.7942
H 1.8510 0.8871 1.1714
H 0.2672 -1.5032 0.0464
H -0.5649 1.0487 1.7429
H -2.5829 0.8629 3.0474
H -4.1927 -0.6562 4.1554
H -4.7011 -2.8881 3.1291
H -3.7714 -3.4007 0.8433
H -2.0152 -1.9447 -0.1310
C 2.3986 3.9651 -1.3619
C 1.8269 2.5796 -1.2674
O 0.5935 2.5391 -0.4303
C -0.4582 1.8508 -0.9574
C -1.5363 1.5140 0.1035
S -3.0841 1.0558 -0.5244
C -3.4707 1.7407 -2.0949
C -3.1177 0.9936 -3.2342
C -3.6830 1.2645 -4.4819
C -4.5506 2.3618 -4.6203
C -4.8306 3.1811 -3.5119
C -4.2972 2.8644 -2.2541
O -4.1108 1.5415 0.4332
O -0.4973 1.5401 -2.1659
H 3.4804 3.8494 -1.3085
H 2.1658 4.3782 -2.3422
H 2.0747 4.6368 -0.5694
H 1.6152 2.2032 -2.2801
H 2.5469 1.9043 -0.7537
H -1.6690 2.2551 0.9056
H -2.3759 0.2042 -3.1447
H -3.4425 0.6183 -5.3382
H -5.0147 2.5623 -5.5932
H -5.4828 4.0583 -3.6309
H -4.4896 3.5070 -1.4013
*
```

No. 2
Computed, not measured: a structure of composition C28H27AsBiNO4SSi, with ωB97M-V/def2-TZVPD.

Results
- Energy relative to the best compared isomer or geometry (same formula, charge and spin): 10.1 kcal/mol
- LUMO: -0.17 eV

Structure (ORCA input):
```
! RIJCOSX wB97M-V def2-TZVPD def2/J DEFGRID3
* xyz 0 1
Bi 1.6025 -0.0653 1.7480
O 3.0252 -1.2513 5.4364
C 2.6267 -0.6561 4.4774
O 1.9094 -1.2185 3.5090
C 2.9446 0.8583 4.2584
O 3.5137 1.4950 5.0990
O 2.5572 1.3333 3.0887
C -3.6504 1.8461 0.6092
Si -3.9613 0.8220 2.1482
C -3.8134 1.8202 3.7172
C -5.6605 0.0433 2.0172
C -2.7093 -0.6032 2.1520
C -3.0916 -1.9389 2.1726
C -2.1576 -2.9708 2.1236
C -0.8287 -2.6379 2.0055
N -0.4331 -1.3654 1.9590
C -1.3251 -0.3691 2.0808
S -0.5625 1.2072 2.1710
H -4.4896 2.5173 0.4116
H -3.5211 1.1979 -0.2611
H -2.7486 2.4508 0.7158
H -4.5167 2.6566 3.7110
H -2.8082 2.2309 3.8257
H -4.0245 1.2117 4.5986
H -6.4251 0.8221 1.9717
H -5.8918 -0.5926 2.8749
H -5.7513 -0.5593 1.1102
H -4.1459 -2.1856 2.2250
H -2.4579 -4.0075 2.1718
H -0.0464 -3.3854 1.9542
C 0.1801 -0.6471 -6.0941
C 1.2758 0.0059 -5.5419
C 1.4024 0.1107 -4.1656
C 0.4455 -0.4500 -3.3273
C -0.6583 -1.0864 -3.8875
C -0.7946 -1.1822 -5.2665
As 0.5794 -0.4429 -1.3697
C 1.0637 1.4488 -1.1848
C 2.2939 1.9725 -0.7982
C 2.4524 3.3453 -0.6273
C 1.3782 4.1982 -0.8135
C 0.1405 3.6817 -1.1806
C -0.0107 2.3195 -1.3719
C 2.2621 -1.4401 -1.2143
C 3.5203 -1.0258 -1.6428
C 4.6485 -1.7784 -1.3428
C 4.5329 -2.9627 -0.6281
C 3.2791 -3.4149 -0.2417
C 2.1551 -2.6549 -0.5330
H 0.0870 -0.7329 -7.1690
H 2.0307 0.4353 -6.1878
H 2.2481 0.6438 -3.7491
H -1.4116 -1.5085 -3.2323
H -1.6594 -1.6744 -5.6927
H 3.1453 1.3235 -0.6307
H 3.4199 3.7383 -0.3430
H 1.4995 5.2632 -0.6658
H -0.7114 4.3385 -1.3019
H -0.9750 1.9155 -1.6632
H 3.6340 -0.1202 -2.2228
H 5.6220 -1.4348 -1.6688
H 5.4174 -3.5332 -0.3772
H 3.1771 -4.3509 0.2919
H 1.1711 -3.0065 -0.2384
*
```

No. 3
Computed, not measured: a structure of composition C28H27AuN5S2, with ωB97M-V/def2-TZVPD.

Results
- <S²>: 2.0144
- Energy relative to the best compared isomer or geometry (same formula, charge and spin): 1.4 kcal/mol
- LUMO (alpha / beta): -2.88 / -5.40 eV

Structure (ORCA input):
```
! RIJCOSX wB97M-V def2-TZVPD def2/J DEFGRID3
* xyz 1 3
Au -0.2256 -1.9990 -0.2588
C -0.0981 -5.0832 0.4387
N 0.7307 -4.0903 -0.2810
C 2.0213 -3.8417 0.4007
C 1.8493 -3.0228 1.6727
N 1.3182 -1.6592 1.4145
C 2.3462 -0.7712 0.8418
C 0.7020 -1.1278 2.6220
C 1.4407 -0.4079 3.5518
C 0.8512 0.0491 4.7194
C -0.4876 -0.2187 4.9638
C -1.2310 -0.9334 4.0393
C -0.6454 -1.4040 2.8635
S -1.6433 -2.3292 1.7463
C 0.8917 -4.5303 -1.6645
C 1.7003 -5.6243 -1.9435
C 1.8126 -6.1044 -3.2371
C 1.0925 -5.4991 -4.2579
C 0.2785 -4.4149 -3.9833
C 0.1782 -3.9086 -2.6871
S -0.8173 -2.4699 -2.4486
H 0.4237 -6.0422 0.4830
H -1.0346 -5.2107 -0.1003
H -0.3282 -4.7362 1.4412
H 2.6744 -3.3304 -0.3063
H 2.4997 -4.7892 0.6657
H 2.8157 -2.9492 2.1824
H 1.1590 -3.5175 2.3544
H 3.2337 -0.7113 1.4756
H 1.9263 0.2239 0.7127
H 2.6533 -1.1487 -0.1321
H 2.4859 -0.1954 3.3731
H 1.4373 0.6111 5.4332
H -0.9588 0.1382 5.8696
H -2.2798 -1.1344 4.2182
H 2.2447 -6.1148 -1.1459
H 2.4511 -6.9522 -3.4430
H 1.1640 -5.8729 -5.2702
H -0.2834 -3.9380 -4.7761
N -2.1515 5.1684 -0.1075
C -2.0675 6.4535 -0.5918
C -2.6703 7.6477 -0.2051
C -2.3401 8.7668 -0.9388
C -1.4421 8.7052 -2.0205
C -0.8501 7.5221 -2.3999
C -1.1718 6.3744 -1.6706
N -0.7398 5.0766 -1.8301
C -1.3350 4.3930 -0.8918
C -1.1442 2.9580 -0.7063
C -1.6881 2.2465 0.3597
C -1.4561 0.8892 0.4589
N -0.7192 0.2236 -0.4332
C -0.1953 0.8991 -1.4683
C -0.3819 2.2512 -1.6365
H -2.7379 4.8609 0.6472
H -3.3605 7.7012 0.6265
H -2.7820 9.7191 -0.6783
H -1.2175 9.6136 -2.5630
H -0.1602 7.4688 -3.2309
H -2.2898 2.7219 1.1218
H -1.8791 0.3078 1.2659
H 0.3804 0.3187 -2.1771
H 0.0502 2.7735 -2.4779
*
```

No. 4
Computed, not measured: a structure of composition C28H27Br2N3ORhS, with ωB97M-V/def2-TZVPD.

Results
- Energy relative to the best compared isomer or geometry (same formula, charge and spin): 69.8 kcal/mol
- LUMO: -3.53 eV

Structure (ORCA input):
```
! RIJCOSX wB97M-V def2-TZVPD def2/J DEFGRID3
* xyz 1 1
Rh 0.5786 1.9540 -0.1119
Br 2.2767 3.8249 0.3177
C 3.6007 2.6343 0.9784
C 4.8611 3.0865 1.2280
C 5.7943 2.2006 1.8029
C 5.4281 0.9284 2.1394
C 4.1156 0.4626 1.8920
C 3.7102 -0.8430 2.2856
C 2.4369 -1.2555 2.0502
C 1.5544 -0.3809 1.3802
C 1.8507 0.8794 0.9254
C 3.1800 1.3173 1.2601
H 5.1383 4.1073 1.0046
H 6.8005 2.5477 1.9955
H 6.1402 0.2608 2.6079
H 4.4188 -1.4908 2.7840
H 2.1173 -2.2417 2.3732
H 0.1627 -1.8639 1.4637
C -4.2249 3.8518 -2.2384
C -2.7963 3.4768 -2.5103
C -2.3085 3.2823 -3.7987
C -0.9882 2.9200 -3.9942
C -0.1870 2.7535 -2.8786
Br 1.6203 2.2297 -3.1222
N -0.6193 2.9355 -1.6372
C -1.9002 3.2939 -1.4703
H -4.6641 4.3642 -3.0926
H -4.3019 4.5071 -1.3717
H -4.8277 2.9638 -2.0388
H -2.9597 3.4213 -4.6530
H -0.5787 2.7719 -4.9822
H -2.2042 3.4509 -0.4418
C -4.1177 0.3508 1.0848
C -3.3220 -0.3105 2.1980
N -2.0816 -0.9136 1.6895
C -2.1757 -2.3263 1.3127
C -1.7858 -3.2687 2.4453
C -0.9853 -0.1455 1.6059
S -0.8355 1.4347 1.9772
N 0.1997 -0.9257 1.0675
C 0.1311 -1.0535 -0.4645
O -0.2270 -0.0886 -1.0642
C 0.5796 -2.3261 -1.0444
C 0.6606 -2.3596 -2.4390
C 1.0769 -3.5126 -3.0780
C 1.4129 -4.6348 -2.3328
C 1.3367 -4.6072 -0.9463
C 0.9236 -3.4564 -0.3002
H -5.0191 0.8082 1.4916
H -4.4185 -0.3760 0.3284
H -3.5222 1.1292 0.6073
H -3.8946 -1.1118 2.6666
H -3.0576 0.4100 2.9690
H -1.6006 -2.5292 0.4090
H -3.2124 -2.5012 1.0277
H -0.7435 -3.1461 2.7564
H -1.9243 -4.3054 2.1395
H -2.4006 -3.0851 3.3261
H 0.4039 -1.4727 -3.0018
H 1.1435 -3.5370 -4.1568
H 1.7397 -5.5364 -2.8335
H 1.6051 -5.4817 -0.3699
H 0.8864 -3.4719 0.7819
*
```

No. 5
Computed, not measured: a cluster of 6 separate species, C28H27Cl24I2P in total in a non-equilibrium geometry, with ωB97M-V/def2-TZVPD.

Results
- LUMO: -0.06 eV

Structure (ORCA input):
```
! RIJCOSX wB97M-V def2-TZVPD def2/J DEFGRID3
* xyz 0 1
C -0.7715 0.8999 5.9213
C -1.4115 1.1430 4.9565
C -2.1064 1.3585 3.6352
C -1.4113 0.4550 2.5363
C -2.5786 -0.2117 1.7213
P -2.0875 -0.6813 -0.0197
C -1.0559 0.5160 -1.0172
C -1.2399 2.0080 -0.7118
C -2.3099 2.6057 -0.0547
C -2.3966 3.9901 0.1329
C -1.3975 4.8277 -0.3286
C -0.2929 4.2908 -0.9998
C 0.7876 5.2570 -1.5474
C -0.2266 2.9004 -1.1699
C -3.7584 -0.1393 -0.7656
C -3.9971 0.6636 -1.8730
C -5.2835 0.9926 -2.3421
C -6.4044 0.4760 -1.7147
C -6.1875 -0.3682 -0.6120
C -4.9233 -0.6632 -0.1310
C -0.4443 -1.5651 0.5563
I -0.8418 -3.0698 2.0863
C 0.0780 -2.4093 -0.7400
C 1.6044 -2.1425 -0.8072
I -0.1061 -4.5695 -0.4849
H -0.0281 0.4660 6.5931
H -3.1506 1.0294 3.8097
H -2.1306 2.4242 3.3571
H -0.8092 -0.2711 3.1010
H -0.7884 1.1187 1.9126
H -3.0585 -1.0369 2.2792
H -3.3647 0.5694 1.6903
H -2.4596 -2.0121 -0.4390
H 0.0319 0.3176 -0.9234
H -1.2571 0.3228 -2.0945
H -3.1384 1.9847 0.2926
H -3.2782 4.4117 0.6305
H -1.4905 5.9097 -0.1843
H 0.8485 5.0666 -2.6389
H 1.7590 5.1394 -1.0530
H 0.3909 6.2867 -1.4675
H 0.6308 2.5114 -1.7118
H -3.1612 1.0851 -2.4394
H -5.3688 1.6596 -3.2096
H -7.3952 0.7275 -2.1011
H -7.0582 -0.8094 -0.1137
H -4.8700 -1.3218 0.7427
H 0.3510 -0.8761 0.8855
H -0.4534 -2.0772 -1.6504
H 2.0945 -2.7923 -1.5549
H 2.0804 -2.3723 0.1658
H 1.8064 -1.0825 -1.0449
C 3.2411 2.7030 6.7019
Cl 1.6805 1.9360 6.3627
Cl 4.5116 1.4693 6.7290
Cl 3.5994 3.8910 5.4395
Cl 3.1722 3.5138 8.2738
C 1.6242 -2.8255 6.4393
Cl 0.9612 -4.1547 5.4825
Cl 3.2117 -2.3721 5.8017
Cl 0.5350 -1.4249 6.3504
Cl 1.7893 -3.3384 8.1260
C 3.4309 1.9890 0.5650
Cl 4.1785 0.8884 -0.6043
Cl 2.0443 2.8353 -0.1697
Cl 2.8726 1.0813 1.9794
Cl 4.6464 3.1798 1.0688
C 5.9921 -0.5534 -3.9845
Cl 6.4604 -1.8278 -5.1165
Cl 4.7946 0.5047 -4.7455
Cl 5.2936 -1.2782 -2.5259
Cl 7.4200 0.3927 -3.5423
C 2.3741 -6.8186 -3.3490
Cl 1.9482 -8.3179 -4.1979
Cl 0.9044 -6.0177 -2.7502
Cl 3.4378 -7.1947 -1.9870
Cl 3.2016 -5.7206 -4.4654
C 1.6721 -3.1616 -8.0898
Cl 0.8717 -4.2773 -9.2056
Cl 3.2038 -2.6185 -8.7925
Cl 0.6261 -1.7615 -7.8029
Cl 1.9905 -3.9850 -6.5573
*
```

No. 6
Computed, not measured: a structure of composition C28H27Cl2F3N2O2PSSe2V in a non-equilibrium geometry, with ωB97M-V/def2-TZVPD.

Results
- <S²>: 3.7740
- Energy relative to the best compared isomer or geometry (same formula, charge and spin): 85.4 kcal/mol
- LUMO (alpha / beta): 0.54 / 0.53 eV

Structure (ORCA input):
```
! RIJCOSX wB97M-V def2-TZVPD def2/J DEFGRID3
* xyz -1 4
V 3.5723 2.5922 -2.6466
Se 2.9006 3.9079 -0.7370
P 0.6503 4.2479 -0.4731
Se -1.0214 2.8375 -0.4578
C 0.1258 5.4592 -1.7053
C -0.9429 6.3053 -1.3751
C -1.6795 7.0313 -2.2992
C -1.3528 6.8374 -3.6143
C -0.3003 5.9511 -4.0345
C 0.5145 5.3417 -3.0653
C 0.7046 5.1051 1.1048
C 0.2952 4.3856 2.2314
C 0.4230 4.9182 3.4552
C 0.9675 6.2055 3.6020
C 1.5154 6.8584 2.5118
C 1.2700 6.3478 1.2143
H -1.1623 6.3811 -0.2864
H -2.5602 7.6246 -2.0605
H -1.9092 7.2185 -4.4692
H -0.1898 5.6220 -5.0443
H 1.3925 4.8126 -3.3057
H -0.1854 3.3913 2.0985
H -0.0581 4.4012 4.3478
H 0.9788 6.6973 4.5617
H 1.7630 7.9142 2.5037
H 1.4677 7.0229 0.3961
Cl 4.7158 4.3685 -3.2213
C 1.9325 -0.1266 -4.5356
Cl -5.1878 -8.1475 2.2399
C 2.4975 1.0612 -3.9203
O 3.7023 1.4695 -4.2549
O 1.8686 1.7295 -3.0633
H 2.7252 -0.8213 -4.9684
F 7.7508 -2.7413 2.9488
C 7.1013 -3.7027 2.1169
F 6.5565 -4.6805 2.9344
F 8.1646 -4.1936 1.3833
C 6.1682 -2.9662 1.1785
C 5.2791 -1.9811 1.7045
C 4.5678 -1.1303 0.9870
C 4.8565 -1.0100 -0.4644
C 5.5287 -2.1552 -1.0277
C 6.2518 -3.0258 -0.2380
C 4.8179 0.1812 -1.0604
C 4.5904 1.2990 -1.5968
H 5.2922 -1.8937 2.8069
H 3.7895 -0.5011 1.3961
H 5.5562 -2.1824 -2.1272
H 6.9543 -3.6426 -0.6999
C -4.3090 -5.5797 3.3249
N -5.2071 -5.5311 2.1393
C -5.3650 -4.2457 1.4711
C -5.6577 -6.6389 1.5340
S 0.3789 -0.5740 -4.6585
N -6.5061 -6.5544 0.4960
C -7.7802 -5.7487 0.7623
C -6.4609 -7.4769 -0.6453
H -4.8127 -4.9459 4.1449
H -3.3080 -5.1387 3.0405
H -4.0774 -6.6313 3.5688
H -4.4542 -3.7372 1.6588
H -6.2363 -3.6962 1.9400
H -5.5074 -4.3727 0.3864
H -7.6925 -5.5131 1.8090
H -8.6643 -6.4352 0.6205
H -7.7995 -4.8420 0.1154
H -5.4171 -7.8052 -0.6484
H -6.6362 -6.8501 -1.5414
H -7.1465 -8.3078 -0.4897
*
```

No. 7
Computed, not measured: a cluster of 2 separate species, C28H27Cl2N4 in total in a non-equilibrium geometry, with ωB97M-V/def2-TZVPD.

Results
- LUMO: -5.59 eV

Structure (ORCA input):
```
! RIJCOSX wB97M-V def2-TZVPD def2/J DEFGRID3
* xyz 1 1
Cl -1.9611 -7.7892 -0.3225
C -1.8950 -6.0772 -0.2667
C -0.8980 -5.4473 0.5042
C -0.8376 -4.0616 0.5339
C -1.7704 -3.2721 -0.1927
C -1.7288 -1.8512 -0.0897
C -2.4918 -0.9971 -0.8699
C -2.7370 0.3207 -0.5256
C -3.7208 1.1156 -1.2100
C -4.3827 2.1744 -0.5340
C -5.3761 2.9151 -1.1572
C -5.7187 2.6267 -2.4908
Cl -6.9628 3.5207 -3.2625
C -5.0802 1.5882 -3.1878
C -4.0928 0.8412 -2.5539
C -2.7648 -3.9389 -0.9665
C -2.8227 -5.3253 -1.0084
H -0.1846 -6.0519 1.0611
H -0.0675 -3.5610 1.1228
H -1.0425 -1.4135 0.6362
H -2.9591 -1.3995 -1.7702
H -2.3370 0.7115 0.4151
H -4.1282 2.3764 0.5099
H -5.9057 3.7009 -0.6217
H -5.3676 1.3565 -4.2122
H -3.5997 0.0291 -3.0881
H -3.4977 -3.3462 -1.5120
H -3.5811 -5.8284 -1.6089
C 7.6540 0.1198 3.7271
C 6.9689 1.3431 3.7159
C 5.6935 1.4277 3.1570
C 5.0764 0.2856 2.5803
C 3.7551 0.3411 1.9950
C 2.8319 1.3782 1.9499
N 1.7355 0.8535 1.3513
C 0.4727 1.5192 1.0205
C 0.4905 1.9387 -0.4510
C -0.6010 2.9013 -0.9265
C -0.6892 2.6090 -2.4394
C -0.0095 1.2329 -2.6435
N 0.3498 0.7689 -1.3011
N 1.9781 -0.4365 0.9800
N 3.1781 -0.7495 1.3824
C 5.7756 -0.9440 2.6190
C 7.0507 -1.0283 3.1827
H 8.6540 0.0507 4.1666
H 7.4339 2.2368 4.1511
H 5.1475 2.3712 3.1610
H 2.9403 2.3857 2.2979
H -0.3581 0.8159 1.2134
H 0.3749 2.3763 1.6981
H 1.4789 2.4247 -0.6647
H -1.5532 2.6849 -0.4237
H -0.3378 3.9391 -0.7017
H -1.7244 2.6337 -2.7957
H -0.1219 3.3626 -2.9995
H -0.6868 0.5311 -3.1582
H 0.8982 1.3261 -3.2829
H 1.1956 0.2033 -1.3004
H 5.2860 -1.8291 2.2064
H 7.5739 -1.9903 3.2008
*
```